# 1
{
  "formula": "C39H77N6O5",
  "method": "ωB97M-V/def2-TZVPD",
  "symbols": ["C", "C", "C", "C", "C", "C", "C", "C", "C", "C", "C", "N", "C", "N", "C", "N", "C", "C", "O", "C", "O", "C", "C", "N", "C", "C", "C", "O", "H", "H", "H", "H", "H", "H", "H", "H", "H", "H", "H", "H", "H", "H", "H", "H", "H", "H", "H", "H", "H", "H", "H", "H", "H", "H", "H", "H", "H", "H", "H", "H", "H", "H", "H", "H", "H", "H", "H", "H", "H", "C", "C", "C", "C", "C", "C", "N", "O", "C", "C", "C", "H", "H", "H", "H", "H", "H", "H", "H", "H", "H", "H", "H", "H", "H", "H", "H", "H", "H", "C", "C", "C", "C", "C", "C", "N", "O", "C", "C", "C", "H", "H", "H", "H", "H", "H", "H", "H", "H", "H", "H", "H", "H", "H", "H", "H", "H", "H"],
  "positions_angstrom": [[3.91398, -3.29437, 1.78617], [5.31503, -3.77006, 2.47507], [5.93114, -2.46041, 3.17807], [7.34358, -1.97981, 2.58227], [7.40635, -1.87501, 0.98388], [7.42925, -0.37150, 0.41564], [5.99958, 0.37618, 0.49458], [5.30351, 0.62611, -0.93251], [3.77373, 0.15080, -0.82515], [2.75266, 1.33895, -0.40697], [1.40582, 0.66200, 0.21644], [0.28295, 0.82676, -0.74294], [-0.91474, 0.23445, -0.73352], [-1.82785, 0.53198, -1.81666], [-2.95648, -0.30163, -1.45933], [-2.65781, -0.97882, -0.21027], [-3.70346, -1.86732, 0.37828], [-3.34695, -3.39171, 0.02549], [-4.45164, -4.21945, 0.46277], [-5.20609, -4.73187, -0.63674], [-5.47081, -5.95498, -0.61593], [-5.71573, -3.79931, -1.85721], [-7.31352, -3.88484, -1.98924], [-1.39306, -0.67914, 0.25595], [-0.86150, -1.23846, 1.52019], [-1.44840, -0.38236, 2.76881], [-1.81872, -1.46883, 3.91663], [-2.69436, -0.88504, 4.93956], [4.21591, -2.50882, 1.00712], [3.26512, -2.82259, 2.60789], [3.37228, -4.15119, 1.25897], [5.98138, -4.20623, 1.64678], [5.10821, -4.61986, 3.21347], [5.21839, -1.56848, 3.15493], [6.07929, -2.72921, 4.29018], [7.58710, -0.97324, 3.08597], [8.13493, -2.71482, 2.99448], [8.40681, -2.35591, 0.66599], [6.57832, -2.43853, 0.43900], [7.74706, -0.43966, -0.68901], [8.22583, 0.20265, 1.01314], [5.36036, -0.23453, 1.22581], [6.19782, 1.41227, 0.95156], [5.81406, -0.09064, -1.68120], [5.43960, 1.67556, -1.35239], [3.47427, -0.23051, -1.87510], [3.74392, -0.73474, -0.10607], [2.54335, 1.91657, -1.37354], [3.19880, 2.06804, 0.34882], [1.18157, 1.07172, 1.26516], [1.64596, -0.46767, 0.25276], [0.44907, 1.48816, -1.52479], [-3.94725, -0.46328, -2.00124], [-3.71886, -1.68246, 1.50466], [-4.72231, -1.53510, -0.04669], [-3.14777, -3.43803, -1.10684], [-2.40797, -3.78761, 0.53823], [-5.20595, -4.23969, -2.79568], [-5.30809, -2.73628, -1.74915], [-7.78659, -3.02451, -1.40739], [-7.55554, -3.76441, -3.10494], [-7.67076, -4.91024, -1.64568], [-1.31578, -2.29346, 1.64505], [0.26443, -1.38039, 1.56059], [-0.73626, 0.42165, 3.14451], [-2.45736, 0.10332, 2.48479], [-2.42810, -2.34581, 3.47150], [-0.85959, -1.88629, 4.39008], [-3.06978, -1.68735, 5.37921], [4.03209, 5.82624, 4.33067], [4.12766, 4.45544, 3.61470], [2.77791, 3.72388, 3.75756], [2.52163, 3.24785, 5.18245], [3.67722, 2.39580, 5.69348], [5.08012, 3.01264, 5.48983], [5.26649, 3.65113, 4.15049], [5.52076, 2.66092, 3.25634], [5.37997, 4.05714, 6.58915], [6.11788, 1.89219, 5.77731], [4.33610, 4.84939, 2.12939], [3.38431, 6.51101, 3.77554], [3.59635, 5.77475, 5.32598], [5.01473, 6.30040, 4.40625], [2.74736, 2.85641, 3.08362], [1.95706, 4.37693, 3.44186], [2.35169, 4.09672, 5.85092], [1.59892, 2.65805, 5.20620], [3.51572, 2.18248, 6.75527], [3.62705, 1.42731, 5.17983], [6.33885, 4.55288, 6.40498], [5.45086, 3.58231, 7.57303], [4.61521, 4.82351, 6.69484], [5.95174, 1.00275, 5.16244], [6.05406, 1.55990, 6.81544], [7.13969, 2.24187, 5.60413], [5.26816, 5.40815, 2.00227], [3.51964, 5.48719, 1.77828], [4.35971, 3.98720, 1.45795], [-4.49076, 0.42652, -6.88099], [-5.28029, -0.71129, -6.18588], [-5.97898, -1.56362, -7.26418], [-7.13308, -0.82574, -7.93172], [-8.12572, -0.30716, -6.89828], [-7.49307, 0.47021, -5.72120], [-6.24544, -0.15932, -5.18757], [-6.61780, -1.18171, -4.37295], [-7.18196, 1.92662, -6.13560], [-8.59668, 0.64065, -4.64045], [-4.16389, -1.55514, -5.51747], [-3.61715, 0.02949, -7.40606], [-5.05829, 0.95523, -7.64329], [-4.12598, 1.15591, -6.15165], [-6.36223, -2.49156, -6.81968], [-5.25852, -1.87365, -8.02841], [-6.76246, -0.00165, -8.54839], [-7.64770, -1.50586, -8.61801], [-8.86527, 0.32205, -7.40414], [-8.67954, -1.17037, -6.50890], [-6.66267, 2.45882, -5.33134], [-8.10288, 2.48132, -6.34147], [-6.58610, 2.01349, -7.04146], [-9.03032, -0.31536, -4.33364], [-9.42483, 1.24119, -5.02161], [-8.20749, 1.14176, -3.74913], [-3.62017, -0.96223, -4.77409], [-3.43774, -1.89707, -6.26011], [-4.54423, -2.45469, -5.02680]],
  "mulliken_charge": [-0.4680, -0.6309, -0.2118, -0.6348, -0.4492, -0.9887, 0.5429, -0.7660, 0.2732, 0.2605, -0.2226, 0.0055, 0.2694, -0.6454, -0.0214, 0.2696, -0.6750, -0.2902, -0.2883, 0.1963, -0.5435, 0.5572, -0.9491, 0.2971, -0.2258, -0.3985, -0.3443, -0.5137, -0.2801, 0.2173, 0.4138, 0.2935, 0.3413, -0.0416, 0.3600, 0.2065, 0.3701, 0.2783, 0.2533, 0.3665, 0.3404, -0.2177, -0.0040, 0.3743, 0.3186, 0.2586, -0.6166, 0.3542, -0.6017, 0.2045, 0.1849, 0.3633, 0.3767, 0.0913, 0.4935, 0.3313, 0.2324, 0.2489, -0.2884, 0.3038, 0.1783, 0.3741, 0.0451, 0.2070, 0.2215, 0.2828, 0.2365, 0.2750, 0.3337, -1.9025, 1.9520, -0.9492, -0.5883, -1.2176, 1.7163, 0.1229, -0.3826, -1.7502, -1.6354, -1.5568, 0.4501, 0.3202, 0.3790, 0.0020, 0.4452, 0.3214, 0.3911, 0.3864, 0.3289, 0.3820, 0.4521, 0.3150, 0.1866, 0.4241, 0.4612, 0.4738, 0.4229, -0.0256, -1.8145, 1.7299, -1.2533, -0.5124, -1.1881, 1.6243, 0.3301, -0.4209, -1.6591, -1.8358, -1.7178, 0.4666, 0.3269, 0.3606, 0.3223, 0.3801, 0.3132, 0.3906, 0.3539, 0.3836, 0.3785, 0.4575, 0.2928, 0.3351, 0.4440, 0.4365, 0.3801, 0.4532, 0.2310],
  "e_homo_ha": [-0.3939, -0.4171],
  "total_charge": 1,
  "homo_lumo_gap_ev": [7.76, 8.39],
  "multiplicity": 3
}


# 2
{
  "formula": "C3H4O2",
  "method": "ωB97M-V/def2-TZVPD",
  "symbols": ["C", "C", "O", "C", "O", "H", "H", "H", "H"],
  "positions_angstrom": [[-0.81066, -0.92876, -1.04164], [0.31461, -1.48092, -0.65575], [1.32191, -1.95284, -0.29680], [0.40098, 1.42687, 1.11939], [0.15044, 1.92182, 0.04814], [-0.00686, 0.44109, 1.41692], [-1.63874, -1.54900, -1.35612], [-0.86895, 0.15482, -1.05248], [1.05478, 1.93088, 1.85509]],
  "nbo_charge": [-0.8058, 0.7171, -0.4691, 0.2787, -0.5048, 0.1173, 0.2636, 0.2880, 0.1150],
  "e_homo_ha": -0.3420,
  "homo_lumo_gap_ev": 9.92,
  "smiles": "C=C=O.C=O",
  "relative_energy_kj_mol": 179.9,
  "multiplicity": 1
}


# 3
{
  "formula": "C16H17NO",
  "method": "ωB97M-V/def2-TZVPD",
  "symbols": ["C", "C", "C", "C", "C", "C", "C", "C", "C", "N", "H", "H", "H", "H", "H", "H", "H", "H", "H", "C", "C", "C", "C", "C", "C", "C", "O", "H", "H", "H", "H", "H", "H", "H", "H"],
  "positions_angstrom": [[-1.47861, -3.65379, -1.30670], [1.34739, -1.43398, -0.17337], [0.84923, -2.72835, -0.45201], [-0.54666, -2.62412, -0.77450], [-0.87309, -1.33887, -0.43447], [2.62070, -1.20862, 0.32432], [3.42632, -2.32315, 0.52481], [2.99587, -3.57606, 0.07732], [1.73456, -3.82458, -0.43553], [0.27768, -0.57471, -0.39832], [3.03142, -0.24506, 0.59557], [4.38301, -2.21013, 1.01567], [0.30560, 0.41663, -0.21870], [3.70449, -4.36988, -0.16011], [-1.83750, -0.86100, -0.40045], [1.38669, -4.77950, -0.79907], [-1.21979, -4.67868, -1.00951], [-1.48447, -3.69299, -2.39443], [-2.47419, -3.54551, -0.87173], [-3.15510, 1.87264, 0.18412], [-0.16726, 3.40579, 1.83434], [0.66031, 3.64939, 0.76393], [-1.37522, 2.73647, 1.65430], [-1.82914, 2.49475, 0.36400], [0.12154, 3.56574, -0.52849], [-1.08475, 2.93566, -0.73826], [1.86597, 4.24784, 0.94203], [0.18141, 3.54929, 2.84798], [-2.05958, 2.71953, 2.49285], [0.64554, 4.21100, -1.22800], [2.38395, 4.26624, 0.12678], [-3.14662, 0.94320, -0.36920], [-3.90234, 2.42598, -0.39778], [-1.54210, 2.67779, -1.68635], [-3.74526, 1.55104, 1.02897]],
  "nbo_charge": [-0.6281, 0.1215, -0.0774, -0.0979, -0.0075, -0.2306, -0.2209, -0.2448, -0.1975, -0.5328, 0.2142, 0.2125, 0.4143, 0.2087, 0.2006, 0.2128, 0.2115, 0.2180, 0.2210, -0.6432, -0.2624, 0.2982, -0.1865, -0.0662, -0.2874, -0.1974, -0.6700, 0.2242, 0.2168, 0.2126, 0.4831, 0.2125, 0.2209, 0.2211, 0.2258],
  "e_homo_ha": -0.2788,
  "homo_lumo_gap_ev": 8.21,
  "smiles": "Cc1c[nH]c2ccccc12.Cc1ccc(O)cc1",
  "relative_energy_kj_mol": 133.3,
  "multiplicity": 1
}


# 4
{
  "formula": "CH5OS",
  "method": "ωB97M-V/def2-TZVPD",
  "symbols": ["S", "H", "C", "O", "H", "H", "H", "H"],
  "positions_angstrom": [[-1.52365, 0.77907, 0.40527], [-1.89435, 0.61795, -0.88178], [1.97324, -0.34331, -0.31514], [0.85711, -1.18673, -0.34586], [2.60962, -0.57403, -1.19097], [1.77979, 0.72807, -0.30980], [2.59628, -0.56940, 0.56353], [0.05092, -0.60028, -0.34489]],
  "nbo_charge": [-1.0146, 0.0900, -0.2391, -0.7903, 0.1313, 0.1799, 0.1375, 0.5053],
  "e_homo_ha": -0.1055,
  "total_charge": -1,
  "homo_lumo_gap_ev": 7.16,
  "relative_energy_kj_mol": 18.8,
  "multiplicity": 1
}


# 5
{
  "formula": "C31H29N7TeY",
  "method": "ωB97M-V/def2-TZVPD",
  "symbols": ["Y", "C", "C", "C", "C", "C", "H", "H", "H", "H", "H", "N", "C", "N", "C", "N", "C", "C", "N", "C", "C", "N", "H", "H", "H", "H", "H", "C", "N", "C", "C", "C", "C", "C", "N", "C", "C", "C", "C", "C", "C", "H", "H", "H", "H", "H", "H", "H", "H", "H", "H", "H", "C", "Te", "C", "C", "C", "C", "C", "C", "C", "H", "H", "H", "H", "H", "H", "H", "H"],
  "positions_angstrom": [[0.01164, -0.26923, -0.06574], [-2.00088, -0.41220, 1.74885], [-2.22750, 0.67027, 0.85713], [-1.24717, 1.65453, 1.12236], [-0.42465, 1.17097, 2.17686], [-0.91568, -0.07980, 2.56836], [-2.61604, -1.29880, 1.80370], [-3.02672, 0.76523, 0.13719], [-1.17408, 2.60653, 0.61693], [0.39285, 1.71979, 2.62185], [-0.55654, -0.68755, 3.38300], [-2.27970, 1.93307, -3.46566], [-2.21481, 0.83838, -2.70915], [-1.04680, 0.80665, -2.09358], [-0.42963, 1.94346, -2.53695], [-1.15189, 2.66036, -3.36102], [0.89947, 2.32513, -2.04722], [1.72385, 3.22586, -2.70688], [2.92880, 3.52921, -2.24266], [3.31338, 2.92773, -1.12434], [2.49646, 2.02449, -0.45753], [1.28234, 1.73298, -0.91293], [-3.03432, 2.24857, -4.05507], [-3.00577, 0.10868, -2.63765], [1.39737, 3.69723, -3.62538], [4.29814, 3.16191, -0.74082], [2.82584, 1.53336, 0.45038], [1.83404, -1.75797, 2.68694], [1.62868, -1.51618, 1.25146], [2.44566, -2.17351, 0.48341], [2.51365, -1.99770, -0.91735], [3.44635, -2.51536, -1.82161], [3.20513, -1.87428, -3.03672], [2.14255, -0.99687, -2.81065], [1.71050, -1.05958, -1.53854], [1.11633, -2.96950, 3.23734], [-0.05772, -3.45706, 2.67697], [-0.70679, -4.55205, 3.23019], [-0.18812, -5.17308, 4.35608], [0.98429, -4.69359, 4.92301], [1.63136, -3.60203, 4.36499], [1.51852, -0.86289, 3.22333], [2.90448, -1.86627, 2.88211], [3.16109, -2.86918, 0.92753], [4.20685, -3.24889, -1.60437], [3.73664, -2.00957, -3.96432], [1.67725, -0.32893, -3.52421], [-0.47240, -2.97699, 1.79948], [-1.61872, -4.92282, 2.77947], [-0.69017, -6.02888, 4.78682], [1.40111, -5.17556, 5.79736], [2.55161, -3.23963, 4.80922], [-0.82924, -2.64640, -3.32633], [-0.97420, -3.08367, -1.24463], [-3.08466, -2.98591, -1.56407], [-3.26423, -3.17922, -3.05246], [-4.50891, -3.50955, -3.58338], [-4.66447, -3.68350, -4.94771], [-3.57353, -3.53024, -5.79454], [-2.33382, -3.20352, -5.27308], [-2.17059, -3.02499, -3.90119], [0.00512, -3.20412, -3.74442], [-0.62360, -1.58403, -3.45529], [-3.46956, -2.02262, -1.22733], [-3.57583, -3.76575, -0.98629], [-5.35499, -3.64361, -2.92014], [-5.63167, -3.95204, -5.35062], [-3.68851, -3.67852, -6.85988], [-1.48021, -3.09722, -5.93160]],
  "nbo_charge": [1.7562, -0.3228, -0.4062, -0.3845, -0.3551, -0.3159, 0.2364, 0.2335, 0.2433, 0.2432, 0.2469, -0.3180, 0.2295, -0.5628, 0.2905, -0.2196, 0.1191, 0.0519, -0.3292, 0.0227, 0.0357, -0.4531, 0.4405, 0.2392, 0.2278, 0.2219, 0.2253, -0.2608, -0.6484, 0.1904, -0.0497, -0.2033, -0.3254, -0.0168, -0.6721, 0.0374, -0.2507, -0.1908, -0.2087, -0.1952, -0.2240, 0.2155, 0.2015, 0.1967, 0.2298, 0.2321, 0.1959, 0.2003, 0.2130, 0.2232, 0.2235, 0.2124, -0.6436, 0.5835, -0.6323, -0.0951, -0.1881, -0.1983, -0.1940, -0.2246, 0.0296, 0.2541, 0.2264, 0.2200, 0.2484, 0.2190, 0.2269, 0.2267, 0.2197],
  "e_homo_ha": -0.3880,
  "total_charge": 1,
  "homo_lumo_gap_ev": 7.33,
  "relative_energy_kj_mol": 44.7,
  "multiplicity": 1
}


# 6
{
  "formula": "C2H7N3",
  "method": "ωB97M-V/def2-TZVPD",
  "symbols": ["C", "C", "H", "H", "H", "H", "H", "H", "H", "N", "N", "N"],
  "positions_angstrom": [[-1.88082, -0.54030, -1.09277], [0.17097, -0.32107, -0.05429], [-1.72973, -1.08929, -2.01309], [-2.72040, 0.19960, -1.27402], [-2.13973, -1.10204, -0.17522], [-0.02795, -1.25250, 0.59084], [1.16917, 1.41976, -0.18495], [2.94162, 0.45848, 1.53198], [1.52688, 1.21897, 1.96639], [-0.57432, 0.16965, -0.93334], [1.37844, 0.41615, 0.15478], [1.88586, 0.42257, 1.48369]],
  "nbo_charge": [-0.4389, 0.2533, 0.2044, 0.2000, 0.1791, 0.1655, 0.3619, 0.3572, 0.3374, -0.4738, -0.4738, -0.6722],
  "e_homo_ha": -0.3280,
  "homo_lumo_gap_ev": 10.17,
  "smiles": "C/N=C/NN",
  "relative_energy_kj_mol": 194.0,
  "multiplicity": 1
}


# 7
{
  "formula": "C5H8N2S",
  "method": "ωB97M-V/def2-TZVPD",
  "symbols": ["C", "C", "C", "C", "C", "H", "H", "H", "H", "H", "H", "H", "H", "N", "N", "S"],
  "positions_angstrom": [[1.48952, -2.40916, 1.29657], [0.71974, -1.45244, 0.41454], [0.85562, -1.04384, -0.91079], [-0.38713, 0.82811, -2.28024], [-0.61662, 0.48193, 0.13229], [1.77341, -1.70444, 2.43521], [2.67473, -2.79926, 0.82385], [0.92552, -3.39464, 1.58183], [1.24333, -1.65947, -1.77715], [0.41472, 0.63571, -3.14565], [-0.25737, 1.98682, -1.95184], [-1.40321, 0.79945, -2.84187], [-0.28677, -0.45626, 1.88111], [-0.07466, 0.07419, -1.02986], [-0.10985, -0.52662, 0.95440], [-1.00997, 1.95822, 0.72553]],
  "nbo_charge": [-0.6495, 0.1043, -0.1071, -0.4488, 0.2159, 0.2267, 0.2529, 0.2424, 0.2383, 0.2158, 0.2441, 0.2301, 0.4069, -0.3846, -0.5234, -0.2641],
  "e_homo_ha": -0.2761,
  "homo_lumo_gap_ev": 8.07,
  "relative_energy_kj_mol": 297.7,
  "multiplicity": 1
}


# 8
{
  "formula": "C7H8BrClSi",
  "method": "ωB97M-V/def2-TZVPD",
  "symbols": ["C", "C", "C", "C", "C", "C", "C", "Si", "Cl", "Br", "H", "H", "H", "H", "H", "H", "H", "H"],
  "positions_angstrom": [[1.70132, -0.26155, -2.45944], [0.83418, -1.09699, -1.71650], [1.82522, 1.11544, -2.14446], [0.15630, -0.58164, -0.71225], [1.05982, 1.57404, -1.06909], [0.18198, 0.74615, -0.31255], [-1.86355, -1.79749, 3.52785], [-0.79313, 1.37718, 1.13197], [-0.62532, 3.44094, 1.25330], [-2.89886, 0.84456, 0.67610], [2.41028, -0.74579, -3.19249], [0.56378, -2.15036, -2.02741], [2.53055, 1.64097, -2.63511], [-0.36261, -1.37745, -0.10828], [0.88888, 2.65913, -0.87651], [-1.28496, -2.55153, 3.00349], [-1.70210, -1.62603, 4.55910], [-2.62177, -1.20958, 3.10228]],
  "nbo_charge": [-0.1644, -0.2341, -0.2277, -0.1736, -0.1663, -0.5684, -0.4934, 1.1408, -0.3859, -0.3127, 0.2168, 0.2240, 0.2150, 0.2116, 0.2213, 0.1697, 0.1597, 0.1676],
  "e_homo_ha": [-0.3281, -0.3001],
  "homo_lumo_gap_ev": [7.33, 8.17],
  "relative_energy_kj_mol": 353.9,
  "multiplicity": 1
}